No. 1
The following is a quantum chemistry calculation of a cluster of 10 separate species, C18H35Cl2F15N3O14S2 in total at a distorted geometry, from the Open Molecules 2025 dataset.

The calculation puts the HOMO-LUMO gap at 2.51 eV. The net charge is -1. For the calculated total energy, the calculation gives -5138.96192 Eh.

Geometry (Å):
N1 4.411 -0.347 15.852
H1 3.577 -0.880 16.052
H2 4.313 0.618 16.134
H3 4.618 -0.425 14.867
H4 5.113 -0.861 16.364
N2 4.625 0.059 20.545
H5 3.983 -0.686 20.311
H6 4.572 0.264 21.533
H7 4.317 0.848 19.995
H8 5.560 -0.261 20.335
N3 0.347 2.243 16.218
H9 -0.353 2.957 16.356
H10 0.582 2.274 15.236
H11 0.191 1.281 16.482
H12 1.188 2.575 16.668
C1 8.985 -4.683 18.868
F1 10.078 -4.107 19.322
F2 9.374 -5.917 18.522
F3 8.040 -4.826 19.823
S1 8.336 -3.591 17.428
O1 7.699 -4.547 16.449
O2 7.320 -2.670 17.980
O3 9.414 -2.871 16.797
C2 -0.858 -4.162 19.091
F4 -1.483 -4.675 18.032
F5 -1.641 -3.401 19.835
F6 -0.260 -5.199 19.770
S2 0.611 -3.141 18.391
O4 0.018 -1.936 17.794
O5 1.453 -2.761 19.512
O6 1.348 -3.892 17.347
O7 6.962 3.362 15.857
C3 6.639 3.991 17.084
C4 5.162 4.347 17.600
O8 4.226 3.317 17.913
H13 7.194 4.920 16.956
H14 7.135 3.396 17.851
H15 4.684 5.054 16.922
H16 5.274 4.956 18.497
C5 7.000 3.777 27.788
C6 6.989 3.447 26.338
O9 6.901 4.633 25.602
C7 6.638 4.648 24.280
O10 6.476 3.604 23.632
C8 6.751 6.041 23.586
F7 6.943 6.973 24.539
F8 7.677 6.050 22.683
F9 5.622 6.320 22.943
H17 6.074 4.306 28.014
H18 7.826 4.425 28.081
H19 7.033 2.856 28.370
H20 6.128 2.782 26.286
H21 7.885 2.946 25.971
C9 2.054 -3.879 25.077
C10 2.502 -2.667 25.984
O11 3.842 -2.710 26.477
C11 4.878 -2.300 25.783
O12 4.805 -1.600 24.771
C12 6.323 -2.679 26.276
F10 6.852 -3.567 25.392
F11 7.055 -1.545 26.330
F12 6.310 -3.222 27.480
H22 0.965 -3.871 25.103
H23 2.260 -4.829 25.569
H24 2.439 -3.844 24.058
H25 1.958 -2.708 26.927
H26 2.205 -1.719 25.535
C13 -1.896 1.999 21.942
C14 -0.896 3.081 21.517
O13 -0.357 3.658 22.717
C15 0.585 3.092 23.407
O14 1.200 2.065 23.022
C16 0.837 3.885 24.791
F13 1.726 4.792 24.566
F14 -0.275 4.499 25.171
F15 1.354 3.106 25.754
H27 -2.480 2.319 22.805
H28 -1.382 1.058 22.139
H29 -2.572 1.732 21.129
H30 -1.387 3.796 20.858
H31 -0.130 2.612 20.899
Cl1 11.819 3.929 21.478
C17 12.288 2.199 21.148
C18 11.271 1.315 20.321
Cl2 10.035 0.640 21.444
H32 12.513 1.789 22.133
H33 13.258 2.382 20.687
H34 11.727 0.438 19.860
H35 10.795 1.888 19.525

Mulliken atomic charge list, values in e, 8 entries: N -0.584; H 0.372; H 0.353; H 0.434; H 0.256; N -0.365; H 0.308; H 0.348

***

No. 2
The following is a quantum chemistry calculation of a cluster of 4 separate species, C18H35N2O9 in total at a distorted geometry, from the Open Molecules 2025 dataset.

As for the energy above the lowest of the compared OMol25 structures with the same formula, charge and spin: 3.690 eV. The calculation puts the HOMO-LUMO gap at 4.64 eV. The net charge is -1. For the calculated total energy, the calculation gives -1493.29911 Eh.

Geometry (Å):
O1 -0.495 1.177 0.427
H1 -1.085 0.420 0.388
H2 -0.524 1.681 -0.389
H3 0.375 0.800 0.576
C1 -0.071 4.321 -3.515
C2 0.933 4.784 -4.244
C3 2.322 4.135 -4.252
O2 3.135 4.267 -5.271
C4 2.523 3.061 -3.512
C5 1.552 2.477 -2.639
C6 0.094 3.195 -2.536
O3 -0.701 2.713 -1.642
O4 1.738 1.408 -1.994
O5 0.647 5.902 -4.826
H4 -1.003 4.850 -3.387
H5 3.401 2.435 -3.576
C7 0.601 3.292 2.832
O6 0.580 1.893 2.937
C8 1.843 1.266 3.208
C9 1.823 -0.237 2.758
N1 1.446 -0.276 1.407
C10 1.814 -1.580 0.835
C11 1.203 -2.810 1.557
O7 1.825 -3.184 2.775
C12 1.348 -4.386 3.314
H6 1.314 3.832 3.456
H7 -0.416 3.683 2.853
H8 0.914 3.395 1.793
H9 2.073 1.418 4.262
H10 2.624 1.707 2.590
H11 1.112 -0.852 3.310
H12 2.810 -0.672 2.918
H13 2.188 0.285 1.014
H14 2.901 -1.523 0.787
H15 1.380 -1.637 -0.163
H16 1.414 -3.600 0.837
H17 0.126 -2.769 1.725
H18 2.072 -5.168 3.085
H19 0.384 -4.704 2.916
H20 1.339 -4.304 4.401
C13 -0.254 -3.127 -3.885
O8 -0.697 -2.604 -2.677
C14 -1.850 -1.950 -2.711
C15 -1.697 -0.747 -1.805
N2 -1.365 -1.188 -0.472
C16 -2.375 -1.843 0.263
C17 -2.980 -1.018 1.471
O9 -3.190 0.344 1.220
C18 -3.183 1.210 2.380
H21 0.733 -3.569 -3.750
H22 -0.057 -2.302 -4.570
H23 -0.977 -3.849 -4.264
H24 -2.706 -2.553 -2.410
H25 -2.073 -1.668 -3.740
H26 -2.575 -0.100 -1.823
H27 -0.864 -0.203 -2.249
H28 -0.901 -2.031 -0.780
H29 -1.956 -2.694 0.799
H30 -3.200 -2.178 -0.366
H31 -2.289 -1.175 2.299
H32 -3.826 -1.616 1.809
H33 -3.837 0.883 3.188
H34 -3.233 2.289 2.238
H35 -2.208 0.995 2.818

natural (NBO) atomic charge list, values in e, 8 entries: O -0.819; H 0.536; H 0.556; H 0.540; C -0.494; C 0.383; C 0.385; O -0.693

***

No. 3
The following is a quantum chemistry calculation of a structure of composition C18H36AlCl8N2O17 at a distorted geometry, from the Open Molecules 2025 dataset.

The calculation puts the HOMO-LUMO gap at 2.94 eV. The net charge is +1. For the calculated total energy, the calculation gives -6018.95239 Eh.

Geometry (Å):
O1 -2.424 -0.937 -2.906
C1 -2.221 -2.264 -2.674
O2 -2.919 -2.825 -1.507
O3 -1.289 -2.963 -3.569
C2 -1.646 -4.373 -3.773
C3 -0.023 -5.085 -3.972
C4 1.260 -3.915 -3.996
O4 0.707 -4.736 -5.309
H1 -2.203 -3.303 -0.961
H2 -2.123 -4.910 -2.851
H3 -2.138 -4.622 -4.805
H4 0.203 -6.182 -3.407
H5 2.284 -4.343 -3.615
H6 1.116 -2.932 -4.619
C5 -1.576 1.646 -5.852
Cl1 -2.489 2.685 -4.729
Cl2 -1.573 -0.028 -5.244
Cl3 -2.343 1.693 -7.460
Cl4 0.100 2.236 -5.977
O5 -0.729 5.615 -3.264
H7 -1.083 4.820 -3.739
H8 -1.447 6.269 -3.068
H9 0.016 6.034 -3.766
C6 3.226 4.030 -0.011
O6 4.344 4.233 0.448
N1 2.890 4.080 -1.347
C7 1.542 3.826 -1.810
C8 3.915 4.397 -2.318
H10 2.373 3.781 0.641
H11 1.558 2.975 -2.496
H12 1.175 4.714 -2.334
H13 0.873 3.601 -0.975
H14 4.714 3.651 -2.249
H15 4.333 5.382 -2.088
H16 3.501 4.400 -3.330
O7 -2.850 6.672 -0.515
Cl5 -2.947 5.245 -0.281
O8 -1.729 4.774 0.350
O9 -3.132 4.559 -1.545
O10 -4.077 4.973 0.586
C9 -1.125 1.499 -0.291
Cl6 -2.268 1.694 -1.631
Cl7 -1.723 0.298 0.867
Cl8 0.473 1.035 -0.898
H17 -1.032 2.458 0.225
Al1 0.444 5.003 0.625
C10 -1.133 2.849 3.746
O11 -1.078 2.600 4.941
O12 -0.481 2.273 2.867
O13 -1.847 3.717 3.231
O14 3.545 -3.325 -2.755
C11 4.634 -3.412 -3.298
O15 5.019 -4.457 -4.089
C12 6.384 -4.282 -4.464
C13 6.653 -2.808 -4.312
C14 5.754 -2.425 -3.164
H18 7.009 -4.889 -3.801
H19 6.529 -4.619 -5.495
H20 7.708 -2.579 -4.138
H21 6.337 -2.278 -5.219
H22 6.244 -2.570 -2.197
H23 5.390 -1.400 -3.264
O16 -3.504 2.052 6.688
H24 -3.690 1.167 6.340
H25 -2.572 2.199 6.471
C15 -3.811 -1.703 8.340
C16 -3.995 -2.472 7.034
C17 -2.992 -3.636 6.856
O17 -1.677 -3.224 6.473
C18 -0.857 -2.803 7.553
N2 -3.928 -1.527 5.910
H26 -2.942 -1.040 8.320
H27 -4.687 -1.072 8.535
H28 -3.700 -2.389 9.186
H29 -5.002 -2.907 7.056
H30 -3.353 -4.268 6.036
H31 -2.956 -4.276 7.746
H32 -1.051 -3.372 8.467
H33 -0.992 -1.735 7.730
H34 0.188 -2.958 7.265
H35 -4.141 -2.030 5.047
H36 -2.945 -1.261 5.796

Mulliken atomic charge list, values in e, 8 entries: O -0.375; C 0.340; O -0.410; O -0.094; C -0.400; C 0.035; C -0.273; O -0.456

***

No. 4
The following is a quantum chemistry calculation of a structure of composition C18H36BBr12I2NO3, from the Open Molecules 2025 dataset.

As for the energy above the lowest of the compared OMol25 structures with the same formula, charge and spin: 0.000 eV. The calculation puts the HOMO-LUMO gap at 8.95 eV. For the calculated total energy, the calculation gives -32496.42206 Eh.

Geometry (Å):
C1 -1.802 -2.179 -2.497
C2 -0.666 -1.846 -3.426
I1 -1.327 -1.060 -5.241
C3 0.622 -1.987 -3.118
I2 2.164 -1.444 -4.403
C4 1.079 -2.516 -1.791
O1 1.633 -1.511 -0.964
C5 3.005 -1.671 -0.640
C6 3.480 -0.362 -0.023
N1 2.611 0.112 1.052
B1 3.576 0.741 -1.170
O2 2.637 1.741 -1.282
O3 4.594 0.700 -2.086
H1 -2.743 -2.204 -3.029
H2 -1.865 -1.432 -1.709
H3 -1.663 -3.154 -2.038
H4 0.215 -2.925 -1.274
H5 1.789 -3.332 -1.922
H6 3.588 -1.913 -1.533
H7 3.125 -2.512 0.052
H8 4.467 -0.553 0.397
H9 2.780 -0.385 1.914
H10 1.638 0.034 0.795
H11 2.786 2.464 -0.668
H12 4.865 -0.200 -2.287
Br1 -3.162 0.130 3.430
C7 -2.697 -1.195 2.084
C8 -1.289 -1.018 1.588
Br2 -1.120 0.501 0.391
H13 -3.430 -1.101 1.290
H14 -2.814 -2.158 2.576
H15 -0.981 -1.886 1.009
H16 -0.584 -0.851 2.397
Br3 -7.142 -1.877 3.661
C9 -6.724 -2.438 5.478
C10 -5.247 -2.380 5.761
Br4 -4.275 -3.826 4.895
H17 -7.126 -3.439 5.590
H18 -7.262 -1.753 6.131
H19 -5.061 -2.494 6.826
H20 -4.795 -1.458 5.408
Br5 6.103 -2.173 -4.147
C11 6.727 -0.344 -4.402
C12 5.770 0.477 -5.228
Br6 5.823 0.015 -7.116
H21 7.713 -0.414 -4.848
H22 6.808 0.086 -3.406
H23 6.030 1.531 -5.171
H24 4.738 0.354 -4.920
Br7 -8.922 0.723 6.946
C13 -8.214 1.623 5.373
C14 -6.743 1.372 5.207
Br8 -5.662 2.383 6.470
H25 -8.444 2.677 5.484
H26 -8.761 1.212 4.528
H27 -6.408 1.682 4.220
H28 -6.495 0.328 5.354
Br9 0.468 0.710 4.849
C15 1.358 2.438 4.933
C16 0.773 3.424 3.959
Br10 1.317 3.016 2.141
H29 2.410 2.254 4.744
H30 1.224 2.785 5.955
H31 1.140 4.425 4.174
H32 -0.312 3.424 3.971
Br11 2.752 2.299 -5.388
C17 2.613 2.039 -7.309
C18 3.598 2.882 -8.072
Br12 3.076 4.755 -8.123
H33 1.586 2.259 -7.580
H34 2.819 0.985 -7.480
H35 3.648 2.561 -9.109
H36 4.589 2.847 -7.633

Mulliken atomic charge list, values in e, 8 entries: C -1.231; C 0.204; I 0.041; C 0.184; I 0.254; C -1.011; O 0.010; C -0.668